Entry 1:
Computed, not measured: a cluster of 2 separate species, C5H14S in total, with ωB97M-V/def2-TZVPD.

Last column: Mulliken charge in e.
Cartesian coordinates (Å):
C1 -1.4816 0.9311 -2.3037  -0.54
C2 -1.4503 1.0671 -0.7722  -0.92
C3 -0.4618 -1.7857 -2.8054  -0.80
S1 -1.9600 -0.7488 -2.8514  -0.09
H1 -2.1180 1.6590 -2.8132  0.35
H2 -0.5027 1.1574 -2.7643  0.29
H3 -0.7858 0.3180 -0.3652  0.25
H4 -2.4909 0.9579 -0.4408  0.28
H5 -0.1693 -2.1562 -1.8359  0.27
H6 -0.5474 -2.6282 -3.4912  0.32
H7 0.3726 -1.1574 -3.1259  0.25
H8 -1.2417 2.0660 -0.3900  0.33
C4 1.3767 -0.6327 3.2736  -0.84
C5 1.8994 0.7003 2.6321  -0.77
H9 0.5618 -0.2557 3.9208  0.23
H10 1.0181 -1.4126 2.6004  0.27
H11 2.0293 -1.0607 4.0059  0.32
H12 1.0458 1.3437 2.5263  0.22
H13 2.3399 0.4362 1.6800  0.23
H14 2.5659 1.2012 3.3204  0.33

Cartesian forces (eV/Å) of the 3 atoms listed first:
C 1.418 0.010 -0.154
C -1.290 0.428 -0.704
C 0.617 1.019 -0.081

Computed properties:
spin multiplicity	1
largest force on an atom	2.107	eV/Å
ΔE to the lowest compared entry with this formula, charge and spin	15.8	kcal/mol
gap between HOMO and LUMO	9.39	eV
SMILES string	CCSC.CC
charge	0

***

Entry 2:
Computed, not measured: the molecule C4H6O2, with ωB97M-V/def2-TZVPD.

Last column: Mulliken charge in e.
Cartesian coordinates (Å):
C1 0.6059 -1.1280 0.1934  -1.21
C2 0.2492 0.1377 -0.5883  0.15
C3 -1.2318 0.0778 -0.6211  -0.19
O1 -1.7618 0.6782 0.2966  -0.49
C4 0.3685 1.2717 0.4642  0.06
O2 0.8112 1.0535 1.5671  -0.53
H1 1.0428 -1.9080 -0.4459  0.33
H2 1.1275 -0.6114 1.0707  0.34
H3 -0.2790 -1.5593 0.6743  0.32
H4 0.8332 0.2766 -1.5116  0.44
H5 -1.8226 -0.5725 -1.2864  0.40
H6 0.0569 2.2838 0.1870  0.37

Cartesian forces (eV/Å) of the 3 atoms listed first:
C 0.307 0.040 0.621
C -0.178 0.069 0.320
C -0.555 0.469 0.333

Computed properties:
spin multiplicity	1
largest force on an atom	2.230	eV/Å
ΔE to the lowest compared entry with this formula, charge and spin	48.5	kcal/mol
gap between HOMO and LUMO	10.87	eV
SMILES string	CC(C=O)C=O
charge	0

***

Entry 3:
Computed, not measured: a structure of composition C40H54As2BrF6MgN2O2S2Si, with ωB97M-V/def2-TZVPD.

Last column: Löwdin spin population.
Cartesian coordinates (Å):
Mg1 -0.4817 -0.2347 -0.3990  0.02
C1 0.5648 -4.7550 -1.8162  0.01
C2 0.4790 -3.3612 -1.2446  0.17
S1 -1.0529 -2.6721 -1.1660  0.27
C3 1.6787 -2.7426 -0.8265  0.18
C4 2.9551 -3.5414 -0.9348  0.01
S2 1.8405 -1.1707 -0.2362  0.27
H1 -0.3986 -5.0554 -2.2193  0.00
H2 0.8555 -5.4771 -1.0487  0.01
H3 1.3093 -4.8097 -2.6118  0.00
H4 2.8324 -4.5573 -0.5588  0.00
H5 3.7557 -3.0536 -0.3856  0.00
H6 3.2641 -3.6212 -1.9798  0.01
N1 -1.7503 5.0583 -2.2959  0.00
C5 -2.0679 5.2394 -0.9953  0.00
O1 -2.2312 6.3346 -0.4927  0.00
C6 -2.2400 3.9894 -0.1804  0.00
C7 -3.0593 4.0151 0.9379  0.00
C8 -3.1886 2.8583 1.6808  0.00
C9 -2.4845 1.7307 1.2879  0.00
N2 -1.6800 1.6930 0.2281  0.00
C10 -1.5648 2.8191 -0.4827  0.00
H7 -1.5973 5.8788 -2.8581  0.00
H8 -1.6515 4.1504 -2.7177  0.00
H9 -3.5660 4.9326 1.2046  0.00
H10 -3.8186 2.8212 2.5583  0.00
H11 -2.5557 0.8092 1.8490  0.00
H12 -0.8737 2.7884 -1.3060  0.00
O2 -0.8538 -0.7743 1.4775  0.01
As1 -1.7348 -1.8751 2.3593  0.00
C11 -1.5860 -1.3924 4.2075  0.00
C12 -0.7544 -2.1162 5.0530  0.00
C13 -0.5578 -1.6891 6.3594  0.00
C14 -1.1861 -0.5424 6.8181  0.00
C15 -2.0186 0.1815 5.9746  0.00
C16 -2.2174 -0.2403 4.6705  0.00
C17 -1.0380 -3.6336 2.1622  0.00
C18 -1.8855 -4.7299 2.0764  0.01
C19 -1.3404 -6.0005 1.9579  0.00
C20 0.0367 -6.1636 1.9338  0.00
C21 0.8780 -5.0613 2.0195  0.00
C22 0.3442 -3.7868 2.1251  0.00
C23 -3.5945 -1.8634 1.9171  0.00
C24 -3.9783 -1.6566 0.5951  0.00
C25 -5.3252 -1.6405 0.2683  0.00
C26 -6.2829 -1.8344 1.2541  0.00
C27 -5.8994 -2.0450 2.5704  0.00
C28 -4.5532 -2.0563 2.9079  0.00
H13 -0.2644 -3.0188 4.7039  0.00
H14 0.0903 -2.2532 7.0154  0.00
H15 -1.0266 -0.2089 7.8342  0.00
H16 -2.5101 1.0767 6.3311  0.00
H17 -2.8686 0.3323 4.0203  0.00
H18 -2.9613 -4.5983 2.0843  0.00
H19 -1.9911 -6.8607 1.8772  0.00
H20 0.4580 -7.1553 1.8393  0.00
H21 1.9512 -5.1927 1.9916  0.00
H22 0.9923 -2.9173 2.1509  0.00
H23 -3.2364 -1.5001 -0.1801  0.00
H24 -5.6225 -1.4754 -0.7587  0.00
H25 -7.3329 -1.8195 0.9948  0.00
H26 -6.6464 -2.1958 3.3373  0.00
H27 -4.2579 -2.2231 3.9365  0.00
C29 4.9293 4.7053 -1.4070  0.00
C30 4.0681 3.5233 -0.9266  0.00
C31 4.9963 2.3208 -0.7038  0.00
C32 3.1141 3.1169 -2.0603  0.00
Si1 3.1433 3.9794 0.6859  0.00
Br1 1.5290 2.3982 0.9390  0.00
C33 2.1545 5.6255 0.5838  0.00
C34 0.9950 5.6927 1.5925  0.00
C35 3.0738 6.8353 0.8241  0.00
C36 1.5017 5.7887 -0.7955  0.00
C37 4.2194 3.8073 2.2704  0.00
C38 3.4600 4.3317 3.4974  0.00
C39 5.5285 4.6032 2.1437  0.00
C40 4.5851 2.3471 2.5839  0.00
H28 5.5003 4.3893 -2.2849  0.00
H29 5.6459 5.0391 -0.6570  0.00
H30 4.3313 5.5647 -1.7041  0.00
H31 5.4241 2.0313 -1.6677  0.00
H32 4.4610 1.4558 -0.3097  0.00
H33 5.8259 2.5517 -0.0382  0.00
H34 3.7128 2.8538 -2.9374  0.00
H35 2.4337 3.9089 -2.3587  0.00
H36 2.5252 2.2422 -1.7952  0.00
H37 1.3025 5.5457 2.6234  0.00
H38 0.2269 4.9543 1.3644  0.00
H39 0.5334 6.6809 1.5165  0.00
H40 3.4247 6.8860 1.8532  0.00
H41 2.5116 7.7525 0.6280  0.00
H42 3.9461 6.8432 0.1711  0.00
H43 0.8824 4.9284 -1.0502  0.00
H44 2.2242 5.9359 -1.5952  0.00
H45 0.8446 6.6626 -0.7742  0.00
H46 3.2623 5.3993 3.4445  0.00
H47 4.0739 4.1594 4.3861  0.00
H48 2.5126 3.8112 3.6424  0.00
H49 5.3640 5.6653 1.9691  0.00
H50 6.1623 4.2243 1.3438  0.00
H51 6.0944 4.5080 3.0752  0.00
H52 3.7086 1.7034 2.6405  0.00
H53 5.0792 2.3231 3.5600  0.00
H54 5.2726 1.9155 1.8629  0.00
F1 0.2747 1.1637 -1.9532  0.00
As2 -0.6402 0.6502 -3.4206  0.00
F2 0.1806 -0.8501 -3.2748  0.01
F3 -1.8093 0.1454 -2.1528  0.01
F4 -1.6571 0.0463 -4.6494  0.00
F5 -1.4450 2.1941 -3.4305  0.00
F6 0.5670 1.2747 -4.4588  0.00

Cartesian forces (eV/Å) of the 3 atoms listed first:
Mg -0.181 0.046 0.062
C -0.067 -0.023 0.007
C 0.149 0.039 0.030

Computed properties:
spin multiplicity	2
largest force on an atom	0.472	eV/Å
ΔE to the lowest compared entry with this formula, charge and spin	5.9	kcal/mol
gap between HOMO and LUMO (spin up / spin down)	7.03 / 7.24	eV
charge	0

***

Entry 4:
Computed, not measured: a cluster of 2 separate species, C15H20Cl2N6O3S in total, with ωB97M-V/def2-TZVPD.

Last column: Mulliken charge in e.
Cartesian coordinates (Å):
O1 4.1093 -2.3040 3.6658  -0.63
O2 0.6111 -2.9011 2.4093  -0.71
Cl1 -2.4144 -1.3018 1.6131  -0.20
Cl2 -3.2553 -1.9578 -3.6984  -0.24
N1 -2.2589 3.5351 -3.6729  -0.37
N2 -3.6241 3.7223 -3.6827  -0.58
O3 0.6082 0.8807 4.7102  -0.58
S1 -0.4030 1.6779 -4.4275  -0.17
C1 4.0212 -1.0977 3.8405  0.65
C2 1.3564 -1.9328 2.3370  0.33
C3 -2.0065 2.3698 -4.2103  0.44
C4 -4.1608 2.6722 -4.2286  0.46
C5 -0.9180 -0.0494 -0.2953  -0.60
C6 -2.6781 -1.4847 -1.0960  -0.54
C7 -0.5464 0.2293 -1.6138  -0.48
C8 -1.9748 -0.9201 -0.0314  0.27
C9 -2.3237 -1.2068 -2.4213  0.47
C10 -1.2345 -0.3522 -2.6929  0.29
N3 -5.5011 2.5024 -4.4309  -0.43
N4 -3.1916 1.7984 -4.5814  -0.04
N5 1.9243 -1.6595 1.1535  -0.04
N6 2.8709 -0.4298 3.7720  -0.16
C11 5.2594 -0.2866 4.1379  -1.21
C12 -0.7533 -0.1014 -4.1085  -1.20
C13 2.7511 -0.5197 0.7557  -0.88
C14 0.4610 0.0109 3.6029  -0.56
C15 1.5534 -1.0639 3.5972  0.07
H1 0.2481 0.4478 5.4906  0.39
H2 -0.3783 0.4013 0.5303  0.45
H3 -3.5082 -2.1521 -0.8876  0.43
H4 0.2920 0.8964 -1.7947  0.48
H5 -6.0594 3.3358 -4.2643  0.27
H6 -5.7883 1.8688 -5.1685  0.21
H7 -3.3262 0.8774 -4.9720  0.18
H8 1.7237 -2.3510 0.4466  0.28
H9 2.8732 0.5565 3.9814  0.29
H10 5.1613 0.1699 5.1207  0.36
H11 5.3821 0.4814 3.3771  0.32
H12 6.1234 -0.9502 4.1301  0.33
H13 -1.4816 -0.4516 -4.8431  0.48
H14 0.1643 -0.6756 -4.2692  0.42
H15 2.3745 0.4051 1.1946  0.29
H16 2.7402 -0.4216 -0.3310  0.34
H17 3.7812 -0.6829 1.0772  0.28
H18 0.5313 0.5999 2.6881  0.12
H19 -0.5201 -0.4650 3.6391  0.33
H20 1.3850 -1.7198 4.4516  0.40

Cartesian forces (eV/Å) of the 3 atoms listed first:
O -0.446 0.045 -0.071
O -0.004 0.279 0.480
Cl 0.025 0.102 -0.510

Computed properties:
spin multiplicity	1
largest force on an atom	1.799	eV/Å
gap between HOMO and LUMO	8.48	eV
SMILES string	Nc1nnc(SCc2ccc(Cl)cc2Cl)[nH]1.CNC(=O)[C@H](CO)NC(C)=O
charge	0

***

Entry 5:
Computed, not measured: a structure of composition C33H23IrN7O2S, with ωB97M-V/def2-TZVPD.

Last column: Mulliken charge in e.
Cartesian coordinates (Å):
Ir1 -0.2401 -0.1038 0.6057  0.72
C1 3.1925 -4.0949 1.4074  -0.83
C2 4.2298 -3.1496 1.8854  0.19
C3 4.2185 -0.9442 1.9504  -0.27
C4 3.0293 -0.2235 1.3959  0.72
N1 1.7129 -2.2257 1.1976  0.55
C5 2.0131 -3.6187 1.0556  -0.92
N2 2.8310 1.0191 1.6893  -0.53
C6 1.8738 1.8412 1.2222  -0.18
N3 0.6987 1.5952 0.6565  0.13
C7 0.1161 2.8149 0.2051  0.22
N4 -0.8981 2.9792 -0.5324  -0.49
C8 -1.6565 1.9650 -1.1167  0.30
C9 -2.7138 2.3856 -1.9205  -0.52
C10 -3.4997 1.4575 -2.5672  -0.41
C11 -3.2009 0.1072 -2.4203  -0.89
C12 -2.1418 -0.2435 -1.6185  -0.19
N5 -1.3843 0.6576 -0.9645  0.28
C13 1.0037 3.8984 0.6593  -0.07
C14 0.9122 5.2661 0.5340  -0.22
C15 1.9511 6.0181 1.0816  -0.67
C16 3.0342 5.4105 1.7117  -0.69
C17 3.1253 4.0244 1.8148  -0.19
C18 2.0870 3.2939 1.2772  0.17
H1 3.4050 -5.1535 1.3247  0.46
H2 5.1187 -3.6873 2.2061  0.65
H3 4.9914 -0.2647 2.2980  0.67
H4 1.2108 -4.2417 0.6791  0.55
H5 -2.8806 3.4488 -2.0089  0.55
H6 -4.3299 1.7753 -3.1831  0.43
H7 -3.7760 -0.6601 -2.9170  0.44
H8 -1.8575 -1.2805 -1.4854  0.56
H9 0.0713 5.7299 0.0371  0.55
H10 1.9165 7.0972 1.0164  0.42
H11 3.8187 6.0282 2.1275  0.44
H12 3.9621 3.5389 2.2972  0.56
O1 -0.3287 0.5127 4.3886  -0.76
S1 -0.8172 -0.3458 3.3587  1.41
O2 -1.6963 0.2516 2.3032  -0.80
N6 0.2853 -0.9411 2.3658  0.02
C19 1.4437 -1.7297 2.5001  0.13
C20 2.3706 -1.8517 3.4509  -0.81
C21 3.8014 -2.0715 2.9686  -0.43
C22 4.5899 -1.9960 0.8681  -0.75
C23 3.6246 -1.6895 -0.2554  -0.98
C24 3.8120 -1.4998 -1.5700  -0.63
C25 2.8014 -0.8539 -2.3725  -1.41
C26 1.6537 -0.4227 -1.7903  0.21
N7 1.3758 -0.5997 -0.4725  -0.21
C27 2.3625 -1.1829 0.3889  0.49
C28 -1.5930 -1.7358 4.0868  0.44
C29 -2.5434 -2.4514 3.3663  -0.48
C30 -3.0569 -3.6125 3.9138  -0.67
C31 -2.6120 -4.0500 5.1574  -0.42
C32 -1.6660 -3.3245 5.8648  -0.69
C33 -1.1484 -2.1519 5.3333  -0.27
H13 2.2048 -1.5060 4.4634  0.53
H14 4.4735 -2.0936 3.8227  0.50
H15 5.6241 -2.0030 0.5333  0.61
H16 4.7398 -1.8108 -2.0370  0.52
H17 2.9567 -0.6882 -3.4269  0.41
H18 0.8898 0.0781 -2.3737  0.42
H19 -2.8826 -2.0859 2.4057  0.43
H20 -3.8063 -4.1774 3.3762  0.42
H21 -3.0159 -4.9602 5.5802  0.39
H22 -1.3337 -3.6660 6.8357  0.42
H23 -0.4293 -1.5562 5.8789  0.45

Cartesian forces (eV/Å) of the 3 atoms listed first:
Ir -0.038 0.561 0.254
C 0.098 -0.107 0.003
C -0.107 0.175 -0.050

Computed properties:
spin multiplicity	1
largest force on an atom	0.752	eV/Å
ΔE to the lowest compared entry with this formula, charge and spin	151.6	kcal/mol
gap between HOMO and LUMO	5.10	eV
charge	+1

***

Entry 6:
Computed, not measured: a cluster of 2 separate species, C4H7N2S in total, with ωB97M-V/def2-TZVPD.

Last column: Mulliken charge in e.
Cartesian coordinates (Å):
C1 -1.2969 0.7161 -0.1544  -0.05
C2 -3.7871 -0.8098 -0.1887  -0.19
C3 0.9396 0.4178 0.2712  -0.33
C4 0.1837 -0.8625 -0.1221  -0.53
N1 -0.1872 1.2830 0.3408  -0.18
N2 -1.1708 -0.5218 -0.4254  0.07
S1 -5.1774 -0.1902 0.1316  0.08
H1 -2.2656 1.2301 -0.1536  0.26
H2 1.5173 0.3436 1.2393  0.28
H3 1.5505 0.7846 -0.6001  0.28
H4 0.6437 -1.1718 -1.1972  0.26
H5 0.1765 -1.7978 0.5188  0.37
H6 0.0145 2.3116 0.3164  0.31
H7 -2.0204 -1.1747 -0.5028  0.39

Cartesian forces (eV/Å) of the 3 atoms listed first:
C -0.863 2.285 1.221
C -3.499 0.895 0.573
C 0.866 -0.826 -0.168

Computed properties:
spin multiplicity	1
largest force on an atom	5.985	eV/Å
ΔE to the lowest compared entry with this formula, charge and spin	64.3	kcal/mol
gap between HOMO and LUMO	9.73	eV
charge	+1

***

- What is the largest force on an atom in the first record?
  2.107 eV/Å